1.
Molecular formula: C3H12ClCuN6O3
Method: DFT, the ωB97M-V functional and the def2-TZVPD basis

Results
Net charge: +1
Kohn-Sham gap (spin up / spin down) in eV: 6.99 / 3.59
Spin multiplicity: 2
E_LUMO (spin up / spin down) in eV: -5.34 / -8.73
Energy above the lowest of the compared OMol25 structures with the same formula, charge and spin in kJ/mol: 54.0
HOMO energy (spin up / spin down) in eV: -12.331 / -12.318
<S²>: 0.759

Last column: Löwdin spin population.
Element x y z (Å)
Cu1 -2.05 -0.96 -2.14  0.2188
Cl1 -1.08 0.74 -0.58  0.6441
C1 0.03 3.40 -3.79  0.0005
O1 -0.86 2.67 -4.23  0.0020
N1 0.29 3.43 -2.46  0.0029
N2 0.80 4.26 -4.52  0.0005
H1 -0.30 2.77 -1.99  0.0057
H2 0.76 4.25 -2.12  -0.0001
H3 0.82 4.23 -5.52  0.0000
H4 1.64 4.54 -4.03  0.0000
C2 -0.05 -3.07 -0.21  0.0074
O2 -0.73 -2.54 -1.12  0.1078
N3 0.13 -4.41 -0.11  0.0047
N4 0.55 -2.34 0.72  0.0009
H5 0.45 -4.84 0.74  0.0007
H6 -0.41 -5.01 -0.71  0.0000
H7 1.06 -2.89 1.40  -0.0003
H8 0.41 -1.35 0.82  0.0015
C3 -0.72 -0.42 3.77  0.0001
O3 -1.92 -0.65 3.83  0.0006
N5 -0.11 0.09 2.64  0.0027
N6 0.20 -0.93 4.64  0.0002
H9 0.87 0.21 2.79  0.0000
H10 -0.71 0.51 1.95  -0.0007
H11 -0.19 -1.23 5.52  0.0000
H12 1.09 -0.48 4.70  0.0000

2.
Molecular formula: C11H11N3
Method: DFT, the ωB97M-V functional and the def2-TZVPD basis

Results
Kohn-Sham gap in eV: 8.73
E_LUMO in eV: 0.47
Energy above the lowest of the compared OMol25 structures with the same formula, charge and spin in kJ/mol: 52.0
HOMO energy in eV: -8.260

Last column: natural (NBO) charge in e.
Element x y z (Å)
C1 -2.70 -1.28 -0.97  -0.3783
C2 -2.40 -0.01 -0.79  -0.1939
C3 -2.39 0.68 0.55  -0.2569
N1 -1.29 1.62 0.68  -0.5812
C4 0.01 1.45 0.34  0.4644
N2 0.62 2.60 0.07  -0.5374
C5 1.90 2.57 -0.30  0.2733
N3 2.64 1.52 -0.48  -0.5065
C6 2.08 0.33 -0.17  0.2689
C7 2.87 -0.83 -0.29  -0.2225
C8 2.38 -2.05 0.07  -0.1860
C9 1.08 -2.16 0.58  -0.2336
C10 0.28 -1.05 0.70  -0.1515
C11 0.74 0.22 0.30  -0.2227
H1 -0.71 -1.16 1.12  0.2070
H2 0.71 -3.12 0.89  0.2137
H3 2.99 -2.94 -0.02  0.2154
H4 3.88 -0.71 -0.66  0.2252
H5 2.35 3.54 -0.51  0.1752
H6 -1.54 2.60 0.60  0.4084
H7 -2.38 -0.05 1.36  0.1949
H8 -3.31 1.26 0.65  0.2233
H9 -2.14 0.62 -1.63  0.2055
H10 -2.71 -1.73 -1.95  0.2064
H11 -2.95 -1.93 -0.15  0.1887

3.
Molecular formula: C28H60AlBNO13
Method: DFT, the ωB97M-V functional and the def2-TZVPD basis

Results
Net charge: -1
Kohn-Sham gap in eV: 5.29
E_LUMO in eV: 1.59
HOMO energy in eV: -3.701

Last column: Löwdin charge in e.
Element x y z (Å)
C1 2.21 -0.51 1.91  -0.1938
C2 2.66 -1.10 3.01  -0.2978
Al1 3.46 -2.98 2.79  0.2725
B1 5.43 -2.58 2.03  -0.6229
O1 6.54 -2.37 2.90  -0.0051
N1 5.75 -2.42 0.60  -0.1371
C3 6.11 -0.98 0.45  -0.0982
C4 4.59 -2.69 -0.25  -0.1677
H1 2.37 0.52 1.64  0.0251
H2 1.71 -1.17 1.21  0.0147
H3 2.66 -0.56 3.95  0.0036
H4 2.54 -3.70 1.66  -0.0931
H5 3.47 -3.77 4.21  -0.1342
H6 6.60 -1.45 3.18  0.0709
H7 5.87 -0.62 -0.54  0.0622
H8 7.17 -0.83 0.65  0.0697
H9 5.53 -0.37 1.15  0.0788
H10 4.87 -2.47 -1.29  0.0591
H11 4.35 -3.74 -0.20  0.0588
H12 3.73 -2.06 -0.02  0.0425
O2 3.39 0.36 -0.84  0.1090
C5 3.17 0.43 -2.01  -0.5056
O3 3.87 -0.35 -2.87  -0.0082
C6 3.57 -0.47 -4.26  -0.2291
C7 4.25 0.62 -5.06  -0.0596
C8 2.17 1.43 -2.56  0.0204
H13 2.50 -0.50 -4.43  0.1152
H14 3.97 -1.44 -4.56  0.1078
H15 3.90 1.61 -4.77  0.0679
H16 4.07 0.48 -6.12  0.0812
H17 5.33 0.60 -4.88  0.0835
H18 2.66 2.39 -2.68  0.0958
H19 1.37 1.53 -1.83  0.0848
H20 1.71 1.13 -3.50  0.0674
O4 7.06 -2.68 -5.73  0.0900
C9 7.16 -3.33 -4.73  -0.5304
O5 8.35 -3.38 -4.10  -0.0019
C10 8.52 -3.94 -2.79  -0.2229
C11 8.73 -5.44 -2.85  -0.0664
C12 6.01 -4.15 -4.20  0.0167
H21 7.69 -3.66 -2.13  0.1145
H22 9.41 -3.46 -2.38  0.1223
H23 7.86 -5.95 -3.26  0.0655
H24 8.92 -5.84 -1.85  0.0831
H25 9.58 -5.68 -3.48  0.0789
H26 5.99 -5.11 -4.71  0.0944
H27 5.09 -3.62 -4.40  0.0755
H28 6.05 -4.31 -3.12  0.0688
O6 -0.69 2.71 -5.13  0.0903
C13 -1.21 2.66 -4.05  -0.5460
O7 -1.74 1.50 -3.62  -0.0030
C14 -2.18 1.27 -2.27  -0.2224
C15 -3.60 1.74 -2.03  -0.0634
C16 -1.34 3.90 -3.18  0.0092
H29 -1.47 1.71 -1.56  0.1120
H30 -2.12 0.19 -2.14  0.1271
H31 -3.69 2.82 -2.16  0.0647
H32 -3.90 1.49 -1.02  0.0582
H33 -4.28 1.26 -2.73  0.0875
H34 -2.23 4.45 -3.49  0.0903
H35 -0.46 4.51 -3.35  0.0876
H36 -1.39 3.69 -2.12  0.0702
O8 -5.91 0.72 -0.13  0.0819
C17 -6.14 1.12 0.99  -0.5330
O9 -5.13 1.61 1.72  0.0090
C18 -5.33 2.29 2.97  -0.2245
C19 -5.40 1.33 4.13  -0.0516
C20 -7.52 1.00 1.60  0.0146
H37 -6.20 2.95 2.90  0.0905
H38 -4.46 2.94 3.08  0.1286
H39 -6.25 0.65 4.05  0.0664
H40 -5.49 1.88 5.07  0.0848
H41 -4.50 0.72 4.17  0.0840
H42 -7.62 0.00 2.03  0.0953
H43 -8.25 1.12 0.81  0.0860
H44 -7.73 1.74 2.36  0.0714
O10 -6.91 5.61 2.91  0.1060
C21 -7.25 5.67 1.76  -0.5293
O11 -6.61 4.90 0.86  -0.0062
C22 -7.04 4.72 -0.50  -0.2282
C23 -6.52 5.83 -1.40  -0.0604
C24 -8.31 6.63 1.29  0.0126
H45 -8.12 4.62 -0.54  0.1151
H46 -6.62 3.77 -0.81  0.1196
H47 -6.91 6.80 -1.10  0.0671
H48 -6.81 5.64 -2.43  0.0831
H49 -5.44 5.88 -1.34  0.0840
H50 -7.85 7.60 1.11  0.0958
H51 -9.05 6.73 2.08  0.0897
H52 -8.84 6.31 0.39  0.0692
O12 -2.36 -0.83 6.12  0.0837
C25 -1.84 -1.86 5.77  -0.5343
O13 -1.93 -2.22 4.48  0.0000
C26 -1.21 -3.34 3.92  -0.2174
C27 -1.98 -4.63 4.11  -0.0681
C28 -1.18 -2.79 6.76  0.0108
H53 -0.20 -3.39 4.32  0.1144
H54 -1.11 -3.12 2.86  0.1263
H55 -2.11 -4.87 5.16  0.0634
H56 -1.46 -5.46 3.63  0.0818
H57 -2.98 -4.54 3.67  0.0775
H58 -1.94 -3.43 7.21  0.0896
H59 -0.72 -2.19 7.53  0.0879
H60 -0.40 -3.41 6.33  0.0742

4.
Molecular formula: C20H19N5O2S
Method: DFT, the ωB97M-V functional and the def2-TZVPD basis

Results
Kohn-Sham gap in eV: 8.91
E_LUMO in eV: 0.44
Energy above the lowest of the compared OMol25 structures with the same formula, charge and spin in kJ/mol: 0.0
HOMO energy in eV: -8.472

Last column: natural (NBO) charge in e.
Element x y z (Å)
C1 -5.64 -0.79 -1.65  -0.2519
H1 -5.44 0.08 -2.29  0.1749
O1 -4.45 -1.34 -1.15  -0.4917
C2 -3.66 -0.58 -0.34  0.2972
C3 -2.51 -1.20 0.15  -0.2483
C4 -1.65 -0.52 0.98  -0.1835
C5 -1.91 0.80 1.34  -0.0482
C6 -3.05 1.41 0.86  -0.2179
C7 -3.93 0.74 0.02  -0.2669
H2 -4.81 1.25 -0.33  0.2128
H3 -3.28 2.43 1.13  0.2079
C8 -0.95 1.53 2.25  -0.4667
C9 0.39 1.63 1.61  0.3489
N1 1.45 0.96 1.95  -0.2859
N2 2.46 1.32 1.15  -0.2924
C10 1.99 2.21 0.32  0.1409
N3 0.67 2.46 0.56  -0.3579
C11 -0.21 3.35 -0.13  -0.4166
H4 -0.57 4.12 0.54  0.2071
H5 -1.06 2.79 -0.53  0.2255
H6 0.34 3.82 -0.95  0.2356
S1 2.91 3.01 -0.94  0.2352
C12 3.18 1.59 -2.10  -0.5434
C13 3.14 0.30 -1.36  0.4577
N4 2.06 -0.39 -1.40  -0.5131
C14 2.00 -1.54 -0.66  0.2462
C15 0.82 -2.29 -0.68  -0.2428
C16 0.72 -3.44 0.08  -0.1871
C17 1.79 -3.86 0.87  -0.2276
C18 2.96 -3.14 0.89  -0.1365
C19 3.08 -1.98 0.13  -0.2123
C20 4.32 -1.20 0.14  0.6705
O2 5.34 -1.48 0.73  -0.5915
N5 4.25 -0.06 -0.66  -0.5917
H7 5.05 0.55 -0.62  0.4238
H8 3.80 -3.44 1.50  0.2356
H9 1.69 -4.76 1.46  0.2161
H10 -0.19 -4.01 0.06  0.2130
H11 0.01 -1.95 -1.30  0.2279
H12 4.14 1.78 -2.56  0.2344
H13 2.38 1.61 -2.84  0.2513
H14 -1.33 2.53 2.48  0.2220
H15 -0.82 0.97 3.18  0.2548
H16 -0.75 -1.00 1.35  0.2335
H17 -2.32 -2.22 -0.13  0.2229
H18 -6.10 -1.57 -2.25  0.2020
H19 -6.32 -0.50 -0.85  0.1762

5.
Molecular formula: C36H46BaBrF4N4O4S3
Method: DFT, the ωB97M-V functional and the def2-TZVPD basis

Results
Net charge: -1
Kohn-Sham gap in eV: 6.42
E_LUMO in eV: 2.15
Energy above the lowest of the compared OMol25 structures with the same formula, charge and spin in kJ/mol: 0.0
HOMO energy in eV: -4.271

Last column: Löwdin charge in e.
Element x y z (Å)
Ba1 0.19 -1.48 -0.58  1.8070
C1 4.50 -3.06 2.07  -0.0740
C2 3.24 -2.57 1.35  -0.2600
N1 3.05 -2.96 -0.05  -0.2148
C3 2.70 -4.35 -0.30  -0.2526
C4 3.82 -5.39 -0.23  -0.0808
C5 4.03 -2.41 -0.97  -0.1984
C6 3.59 -1.06 -1.53  -0.2420
N2 2.34 -1.26 -2.23  -0.1299
C7 2.08 -0.88 -3.46  -0.2336
C8 0.88 -1.36 -4.06  -0.1829
F1 0.11 -2.24 -3.35  -0.0365
C9 0.43 -1.00 -5.30  -0.2499
F2 -0.74 -1.52 -5.75  0.0618
C10 1.13 -0.12 -6.12  0.0030
C11 2.31 0.37 -5.58  -0.2451
F3 3.05 1.24 -6.31  0.0597
C12 2.77 0.02 -4.33  -0.1407
F4 3.91 0.62 -3.90  0.0450
H1 4.55 -2.60 3.06  0.0690
H2 4.51 -4.14 2.21  0.0524
H3 5.41 -2.79 1.54  0.0626
H4 2.36 -2.90 1.90  0.0664
H5 3.25 -1.48 1.38  0.0861
H6 1.90 -4.62 0.39  0.0685
H7 2.25 -4.38 -1.30  0.1120
H8 4.12 -5.61 0.79  0.0503
H9 3.48 -6.33 -0.68  0.0704
H10 4.70 -5.07 -0.79  0.0662
H11 5.03 -2.33 -0.52  0.1084
H12 4.13 -3.09 -1.82  0.1199
H13 3.46 -0.37 -0.69  0.1001
H14 4.39 -0.64 -2.15  0.1054
H15 0.79 0.14 -7.11  0.1164
O1 -2.41 -0.74 1.59  -0.0009
C13 -2.11 -0.70 2.91  -0.3033
C14 -3.13 -0.88 3.84  -0.0214
C15 -2.86 -0.79 5.19  -0.1030
C16 -1.58 -0.50 5.63  -0.1069
C17 -0.56 -0.33 4.70  -0.0454
C18 -0.79 -0.44 3.34  -0.1167
C19 0.30 -0.32 2.27  -0.5094
O2 -0.14 0.33 1.16  -0.4392
N3 1.51 0.35 2.92  -0.0160
N4 2.44 0.86 2.02  0.0277
C20 2.21 1.97 1.43  -0.2242
C21 1.09 2.93 1.54  -0.5939
Br1 1.04 4.07 0.00  0.7679
C22 0.18 3.01 2.50  -0.0867
C23 -1.03 3.84 2.57  -0.2288
C24 -2.22 3.16 2.86  -0.0164
C25 -3.43 3.84 2.92  -0.0793
C26 -3.46 5.21 2.71  -0.1029
C27 -2.29 5.90 2.44  -0.0968
C28 -1.08 5.22 2.37  -0.0761
H16 -1.61 -0.27 1.19  0.0116
H17 -4.12 -1.09 3.47  0.1130
H18 -3.66 -0.93 5.91  0.0939
H19 -1.36 -0.40 6.69  0.0900
H20 0.44 -0.10 5.04  0.1011
H21 0.61 -1.37 2.04  0.0212
H22 2.01 -0.40 3.38  0.1010
H23 3.00 2.27 0.75  0.0826
H24 0.27 2.25 3.26  0.1130
H25 -2.17 2.09 3.03  0.1104
H26 -4.34 3.29 3.13  0.1030
H27 -4.40 5.74 2.75  0.0959
H28 -2.31 6.97 2.29  0.0993
H29 -0.16 5.76 2.16  0.0946
C29 -0.80 3.11 -5.08  -0.1018
C30 -2.22 2.87 -4.58  -0.2931
C31 -2.35 1.60 -3.74  -0.3150
S1 -1.40 1.67 -2.20  0.9482
O3 -0.93 0.26 -1.99  -0.7607
C32 -2.72 1.89 -0.99  -0.3245
C33 -3.53 3.17 -1.18  -0.2783
C34 -2.74 4.47 -1.11  -0.1054
H30 -0.74 4.03 -5.66  0.0729
H31 -0.46 2.28 -5.70  0.0654
H32 -0.10 3.19 -4.25  0.0664
H33 -2.91 2.78 -5.42  0.1095
H34 -2.57 3.73 -4.00  0.0860
H35 -1.91 0.74 -4.25  0.0917
H36 -3.39 1.35 -3.51  0.0944
H37 -2.19 1.86 -0.03  0.0839
H38 -3.35 1.00 -1.06  0.1075
H39 -4.31 3.17 -0.41  0.1088
H40 -4.07 3.10 -2.14  0.0938
H41 -2.14 4.52 -0.21  0.0431
H42 -3.42 5.32 -1.11  0.0773
H43 -2.06 4.58 -1.96  0.0574
C35 -1.70 -6.41 2.35  -0.1195
O4 -1.75 -5.90 1.02  -0.2527
C36 -1.14 -4.74 0.69  -1.3300
S2 -0.33 -3.81 1.86  0.5705
S3 -1.30 -4.35 -0.94  0.4671
H44 -1.50 -7.48 2.26  0.0838
H45 -2.67 -6.26 2.82  0.0882
H46 -0.93 -5.93 2.94  0.0170

6.
Molecular formula: C4H9NO
Method: DFT, the ωB97M-V functional and the def2-TZVPD basis

Results
Kohn-Sham gap in eV: 10.12
E_LUMO in eV: 0.98
Energy above the lowest of the compared OMol25 structures with the same formula, charge and spin in kJ/mol: 244.8
HOMO energy in eV: -9.144

Last column: natural (NBO) charge in e.
Element x y z (Å)
C1 -0.14 -2.12 0.85  -0.6198
C2 0.22 -0.69 0.35  -0.2215
N1 -0.85 0.34 0.29  -0.6367
C3 -0.48 1.34 -0.76  -0.3424
C4 0.93 1.92 -0.66  0.4337
O1 1.61 2.15 -1.65  -0.5165
H1 -0.83 -2.50 0.16  0.2052
H2 -0.57 -2.18 1.82  0.2135
H3 0.83 -2.73 1.08  0.2220
H4 0.75 -0.66 -0.70  0.1745
H5 0.86 -0.27 1.11  0.1886
H6 -1.86 0.05 0.13  0.3722
H7 -0.45 1.06 -1.81  0.1895
H8 -1.24 2.09 -0.65  0.2253
H9 1.25 2.20 0.42  0.1125